Below is a structure of composition C16H50O5Si4Ta, with properties calculated with ωB97M-V/def2-TZVPD.

Last column: Löwdin charge in e.
Positions of all 76 atoms, in Å:
O (0.36, 1.73, -6.75)  -0.08
C (-0.42, 1.61, -5.57)  -0.24
C (0.50, 1.45, -4.38)  -0.20
O (0.79, 0.12, -3.99)  -0.11
C (1.08, -0.76, -5.05)  -0.32
O (-0.09, -1.45, -5.36)  -0.25
C (0.14, -2.72, -6.03)  -0.45
Ta (0.89, -2.65, -8.22)  0.97
H (-0.22, 1.93, -7.50)  0.09
H (-1.01, 2.52, -5.42)  0.11
H (-1.10, 0.77, -5.64)  0.12
H (0.02, 1.92, -3.53)  0.11
H (1.41, 2.03, -4.59)  0.12
H (1.84, -1.46, -4.71)  0.12
H (1.48, -0.23, -5.91)  0.09
H (-0.84, -3.18, -6.08)  0.02
H (0.73, -3.36, -5.37)  0.02
H (-0.37, -3.91, -8.75)  -0.23
H (2.05, -4.06, -7.77)  -0.22
H (2.31, -1.50, -7.79)  -0.20
H (-0.22, -1.21, -8.67)  -0.21
H (1.63, -2.68, -9.93)  -0.26
O (2.64, 3.32, 0.49)  -0.27
Si (2.09, 3.51, 2.03)  0.34
C (3.34, 2.85, 3.26)  -0.16
C (0.47, 2.61, 2.25)  -0.16
C (1.82, 5.33, 2.37)  -0.17
Si (3.09, 2.10, -0.54)  0.36
C (3.57, 2.84, -2.18)  -0.16
C (1.69, 0.90, -0.78)  -0.15
C (4.57, 1.19, 0.17)  -0.16
H (3.45, 1.76, 3.15)  0.02
H (3.02, 3.06, 4.28)  0.03
H (4.32, 3.30, 3.10)  0.03
H (-0.26, 2.92, 1.51)  0.04
H (0.05, 2.80, 3.24)  0.03
H (0.61, 1.53, 2.15)  0.01
H (1.09, 5.75, 1.68)  0.03
H (2.75, 5.89, 2.26)  0.03
H (1.45, 5.47, 3.39)  0.03
H (2.73, 3.37, -2.64)  0.03
H (3.87, 2.04, -2.87)  0.04
H (4.40, 3.54, -2.08)  0.03
H (1.45, 0.37, 0.15)  0.02
H (1.96, 0.15, -1.53)  0.04
H (0.79, 1.41, -1.13)  0.03
H (4.31, 0.67, 1.09)  0.02
H (5.39, 1.88, 0.39)  0.03
H (4.93, 0.45, -0.54)  0.03
O (-2.49, -2.65, 4.32)  -0.27
Si (-3.97, -3.07, 4.92)  0.34
C (-5.26, -3.01, 3.56)  -0.16
C (-4.47, -1.91, 6.30)  -0.16
C (-3.88, -4.81, 5.59)  -0.17
Si (-1.74, -1.37, 3.59)  0.35
C (0.04, -1.80, 3.26)  -0.15
C (-1.80, 0.13, 4.71)  -0.15
C (-2.58, -0.96, 1.97)  -0.15
H (-5.40, -1.99, 3.21)  0.02
H (-6.22, -3.38, 3.93)  0.03
H (-4.96, -3.62, 2.71)  0.04
H (-3.70, -1.87, 7.07)  0.03
H (-5.40, -2.24, 6.76)  0.03
H (-4.62, -0.90, 5.92)  0.02
H (-3.15, -4.89, 6.40)  0.03
H (-3.61, -5.52, 4.81)  0.03
H (-4.86, -5.10, 5.99)  0.03
H (0.57, -2.03, 4.18)  0.03
H (0.54, -0.96, 2.78)  0.02
H (0.12, -2.67, 2.60)  0.04
H (-2.82, 0.48, 4.85)  0.02
H (-1.22, 0.95, 4.27)  0.01
H (-1.38, -0.09, 5.69)  0.04
H (-3.60, -0.61, 2.14)  0.02
H (-2.62, -1.84, 1.32)  0.04
H (-2.03, -0.18, 1.45)  0.03

The calculation puts the energy above the lowest of the compared OMol25 structures with the same formula, charge and spin at 0.355 eV. As for the net charge: -1. The value obtained for the gap between HOMO and LUMO is 6.425 eV. The LUMO energy is 1.884 eV.


Below is an isolated molecule of C5H5NO3 at a distorted geometry, with properties calculated with ωB97M-V/def2-TZVPD.

Last column: Löwdin charge in e.
Positions of all 14 atoms, in Å:
C (1.62, -1.23, -0.24)  -0.03
C (0.48, 0.56, 0.42)  -0.35
C (-1.78, 0.13, 0.33)  0.00
C (-0.49, -0.27, -0.34)  -0.39
C (0.15, -1.36, -0.83)  -0.17
H (2.63, -1.57, -0.93)  0.19
H (1.67, -1.80, 0.82)  0.16
H (-2.47, 0.34, -0.57)  0.16
H (-2.25, -0.63, 0.89)  0.11
H (-0.40, -2.37, -0.86)  0.19
N (0.02, 1.44, 1.17)  0.16
O (1.69, 0.23, 0.02)  0.01
O (-1.33, 1.18, 1.31)  -0.11
O (-0.27, -0.30, -1.78)  0.08

The calculation puts the energy above the lowest of the compared OMol25 structures with the same formula, charge and spin at 4.835 eV. As for the net charge: 0. The value obtained for the gap between HOMO and LUMO is 9.938 eV. The LUMO energy is 0.635 eV.


Below is a cluster of 2 separate species, C6H9O2 in total at a distorted geometry, with properties calculated with ωB97M-V/def2-TZVPD.

Last column: Löwdin charge in e.
Positions of all 17 atoms, in Å:
O (1.86, -0.69, 2.91)  -0.14
C (0.62, -0.35, 2.67)  -0.65
O (-0.48, -0.91, 3.02)  -0.10
C (0.33, 0.98, 1.80)  -0.13
C (-0.38, 0.69, 0.44)  -0.21
C (0.37, -0.06, -0.71)  -0.23
C (-0.28, -0.92, -2.91)  0.09
C (0.07, 0.27, -2.18)  0.13
H (-0.41, 1.52, 2.40)  0.10
H (1.21, 1.64, 1.63)  0.11
H (-1.28, 0.06, 0.61)  0.11
H (-0.59, 1.67, -0.06)  0.11
H (0.16, -1.18, -0.62)  0.16
H (1.39, 0.20, -0.53)  0.12
H (-0.27, -1.99, -2.64)  0.12
H (-0.82, -0.80, -3.84)  0.07
H (-1.50, -0.13, -2.00)  0.34

The calculation puts the energy above the lowest of the compared OMol25 structures with the same formula, charge and spin at 6.911 eV. As for the net charge: 0. Its spin multiplicity is 2. The value obtained for the gap between HOMO and LUMO (spin up / spin down) is 4.133 / 2.142 eV. The LUMO energy (spin up / spin down) is -2.992 / -4.977 eV.


Below is an isolated molecule of C3H7N3 at a distorted geometry, with properties calculated with ωB97M-V/def2-TZVPD.

Last column: Löwdin charge in e.
Positions of all 13 atoms, in Å:
C (2.70, 0.44, 0.03)  -0.18
C (0.42, -0.02, -0.14)  -0.21
C (-2.03, -0.28, 0.03)  -0.30
H (2.36, 1.49, -0.10)  0.08
H (3.24, 0.36, 0.96)  0.06
H (3.43, 0.25, -0.76)  0.07
H (0.26, 1.04, -0.49)  0.13
H (-0.60, -1.85, 0.20)  0.18
H (-2.75, -1.07, -0.05)  0.10
H (-1.57, 1.56, 0.09)  0.03
N (1.62, -0.51, 0.09)  -0.03
N (-0.74, -0.82, -0.08)  0.01
N (-2.43, 0.96, 0.08)  0.07

The calculation puts the energy above the lowest of the compared OMol25 structures with the same formula, charge and spin at 0.929 eV. As for the net charge: 0. The value obtained for the gap between HOMO and LUMO is 10.197 eV. The LUMO energy is 1.021 eV.


Below is an isolated molecule of C10H9NO at a distorted geometry, with properties calculated with ωB97M-V/def2-TZVPD.

Last column: Löwdin charge in e.
Positions of all 21 atoms, in Å:
C (3.41, -0.73, 0.37)  -0.08
C (3.00, 0.57, -0.07)  -0.09
C (2.56, -1.78, 0.23)  -0.08
C (1.73, 0.83, -0.36)  -0.05
C (1.25, -1.56, -0.27)  -0.01
C (0.76, -0.23, -0.40)  -0.23
C (-2.59, 1.42, 0.22)  -0.11
C (-1.27, 1.37, -0.29)  -0.09
C (-3.58, 0.46, 0.38)  -0.14
C (-0.64, 0.08, -0.41)  0.00
N (-3.48, -0.91, 0.29)  -0.07
O (-4.36, -1.47, -0.38)  -0.03
H (4.48, -0.90, 0.53)  0.11
H (3.68, 1.42, 0.18)  0.12
H (2.79, -2.75, 0.47)  0.07
H (1.21, 1.76, -0.42)  0.09
H (0.51, -2.39, -0.46)  0.13
H (-2.88, 2.45, 0.60)  0.12
H (-0.77, 2.40, -0.48)  0.13
H (-4.51, 0.86, 0.65)  0.09
H (-1.30, -0.88, -0.38)  0.13

The calculation puts the energy above the lowest of the compared OMol25 structures with the same formula, charge and spin at 5.405 eV. As for the net charge: 0. The value obtained for the gap between HOMO and LUMO is 6.775 eV. The LUMO energy is -1.255 eV.


Below is an isolated molecule of C22H28N2O2S, with properties calculated with ωB97M-V/def2-TZVPD.

Last column: Löwdin charge in e.
Positions of all 55 atoms, in Å:
O (6.98, 0.86, -1.16)  -0.06
H (6.12, 1.31, -1.22)  0.08
C (6.86, -0.18, -0.22)  -0.28
H (6.72, 0.24, 0.79)  0.12
C (5.72, -1.15, -0.54)  -0.18
C (4.44, -0.47, -0.47)  -0.03
C (3.42, 0.17, -0.42)  0.00
C (2.19, 0.87, -0.33)  -0.26
C (1.86, 1.55, 0.84)  -0.02
C (0.67, 2.25, 0.92)  -0.04
C (-0.21, 2.29, -0.16)  -0.21
C (0.14, 1.61, -1.32)  -0.04
C (1.32, 0.91, -1.41)  -0.02
H (1.58, 0.38, -2.32)  0.12
H (-0.53, 1.65, -2.17)  0.12
C (-1.50, 3.07, -0.06)  -0.14
N (-2.69, 2.37, 0.39)  -0.16
C (-3.26, 1.36, -0.46)  -0.14
H (-3.15, 1.68, -1.50)  0.13
C (-2.70, -0.08, -0.33)  -0.29
N (-2.71, -0.46, 1.08)  -0.11
C (-2.08, 0.53, 1.94)  -0.17
C (-2.71, 1.91, 1.76)  -0.16
H (-2.21, 2.63, 2.40)  0.12
H (-3.77, 1.85, 2.06)  0.12
H (-2.21, 0.20, 2.97)  0.13
H (-0.99, 0.60, 1.74)  0.10
C (-2.18, -1.79, 1.36)  -0.13
C (-0.68, -1.92, 1.29)  -0.31
C (0.13, -1.79, 2.38)  -0.38
S (1.80, -1.97, 1.98)  0.99
C (1.40, -2.23, 0.33)  -0.41
C (0.07, -2.17, 0.11)  -0.14
H (-0.37, -2.31, -0.86)  0.09
H (2.19, -2.40, -0.37)  0.06
H (-0.15, -1.61, 3.40)  0.07
H (-2.51, -2.04, 2.38)  0.13
H (-2.64, -2.50, 0.68)  0.11
C (-3.61, -0.99, -1.16)  -0.13
H (-4.23, -0.37, -1.82)  0.11
H (-4.29, -1.52, -0.49)  0.13
C (-2.89, -2.00, -2.06)  -0.28
O (-3.78, -2.69, -2.90)  -0.06
H (-4.29, -2.06, -3.42)  0.09
H (-2.40, -2.78, -1.48)  0.10
H (-2.13, -1.47, -2.66)  0.12
H (-1.67, -0.10, -0.73)  0.12
H (-4.32, 1.31, -0.22)  0.13
H (-1.75, 3.47, -1.05)  0.12
H (-1.36, 3.91, 0.62)  0.12
H (0.43, 2.78, 1.83)  0.12
H (2.54, 1.52, 1.68)  0.12
H (5.86, -1.55, -1.55)  0.12
H (5.73, -1.97, 0.17)  0.12
H (7.82, -0.71, -0.24)  0.12

The calculation puts the energy above the lowest of the compared OMol25 structures with the same formula, charge and spin at 4.323 eV. As for the net charge: 0. The value obtained for the gap between HOMO and LUMO is 8.639 eV. The LUMO energy is 0.581 eV.